Record 1
ORCA calculation (ωB97M-V with the def2-TZVPD basis set) on a single C4H6FNO2 molecule at a distorted geometry.

Atoms and positions in Å:
F -0.521 -0.010 2.595
O -0.204 2.500 1.602
O 0.744 1.680 -0.274
N -0.803 -0.896 -1.646
C 0.079 1.550 0.906
C -0.080 0.150 1.363
C 0.151 -0.948 0.638
C 0.467 -1.008 -0.840
H -1.505 -1.576 -1.322
H 0.901 -1.971 -1.033
H -1.127 0.042 -1.449
H 0.162 -1.883 1.177
H 1.148 -0.200 -1.119
H 0.588 2.569 -0.598

Results
SMILES: NC/C=C(/F)C(=O)O
LUMO level: 0.12 eV
Orbital gap: 9.6397 eV
Total charge: 0
Energy: -12547.0643 eV

***

Record 2
ORCA calculation (ωB97M-V with the def2-TZVPD basis set) on a single C4H6FNOS molecule at a distorted geometry.

Atoms and positions in Å:
S -0.572 2.159 -0.264
F 1.953 -0.816 -0.027
O -2.583 -0.257 -0.484
N -0.849 -1.645 0.057
C -1.492 -0.476 -0.014
C 1.483 0.314 -0.617
C -0.758 0.686 0.671
C 0.664 1.086 0.385
H 2.345 0.859 -1.003
H 1.222 1.448 1.263
H -1.229 0.839 1.605
H 0.903 0.004 -1.465
H 0.105 -1.763 0.362
H -1.193 -2.438 -0.470

Results
SMILES: NC(=O)[C@@H]1S[C@@H]1CF
LUMO level: 0.78 eV
Orbital gap: 9.9223 eV
Total charge: 0
Energy: -21335.2951 eV

***

Record 3
ORCA calculation (ωB97M-V with the def2-TZVPD basis set) on a single C4H6FNS molecule at a distorted geometry.

Atoms and positions in Å:
S 3.293 -0.183 0.059
F 0.885 2.291 -0.302
N 0.733 -0.842 -0.569
C 1.664 -0.039 -0.055
C -1.584 -0.470 0.307
C -0.393 0.093 -0.486
C 0.618 1.079 0.269
H -0.690 0.534 -1.436
H -1.232 -0.766 1.284
H 0.694 -1.829 -0.704
H 0.433 1.132 1.317
H -2.082 -1.348 -0.137
H -2.339 0.346 0.454

Results
SMILES: C[C@@H]1NC(=S)[C@H]1F
LUMO level: 0.57 eV
Orbital gap: 9.0332 eV
Total charge: 0
Energy: -19287.1298 eV

***

- Which value of total charge does entry 3 give?
  0

***

- What is the formula in the first record?
  C4H6FNO2

***

- orbital gap of number 2 (C4H6FNOS)?
  9.9223 eV

***

- Number 1 is which compound?
  C4H6FNO2